Record 1
53
Properties=species:S:1:pos:R:3:mulliken_charge:R:1 method="wB97M-V/def2-TZVPD" e_lumo_ev=0.10 molar_mass_da=466.393 fmax_ev_per_a=0.313
C 0.1736 6.2858 2.1353 -1.32
C 0.5167 4.8610 1.6871 0.07
C 1.5276 4.1521 2.6008 -0.66
C 1.3674 2.6244 2.7148 -0.64
C 2.4218 1.8170 1.9585 -0.79
C 2.4265 2.0106 0.4441 -0.62
O 1.1015 2.3931 -0.0273 -0.08
S 0.4697 1.3627 -1.0756 0.44
O 0.0362 0.2018 -0.3165 -0.31
O -0.8411 2.2606 -1.4241 -0.31
O -1.5893 2.6395 -0.2648 -0.29
H 0.8311 7.0266 1.6774 0.32
H -0.8476 6.5547 1.8637 0.35
H 0.2632 6.3946 3.2181 0.32
H 0.8991 4.8906 0.6652 0.18
H -0.3930 4.2602 1.6319 0.13
H 2.5474 4.3742 2.2666 0.30
H 1.4507 4.5874 3.5997 0.42
H 0.3707 2.3203 2.3904 0.24
H 1.4502 2.3316 3.7635 0.37
H 3.4098 2.1051 2.3291 0.36
H 2.2989 0.7560 2.1826 0.40
H 3.1121 2.7881 0.1130 0.37
H 2.7186 1.0772 -0.0444 0.44
H -2.0226 1.8025 -0.0270 0.34
C 0.0842 -2.1626 -2.8283 -0.62
C 0.0557 -1.8340 -4.3019 -0.38
O 0.9812 -2.6731 -5.0390 -0.33
C 0.5382 -3.8759 -5.3621 0.34
O -0.5336 -4.3480 -5.1245 -0.51
C 1.6190 -4.6327 -6.1722 0.92
F 2.8308 -4.4993 -5.6232 -0.25
F 1.6696 -4.1405 -7.4198 -0.25
F 1.3269 -5.9264 -6.2421 -0.24
H 1.0948 -2.0679 -2.4308 0.30
H -0.5579 -1.4708 -2.2834 -0.03
H -0.2678 -3.1778 -2.6482 0.42
H 0.4014 -0.8222 -4.5001 0.30
H -0.9394 -1.9608 -4.7258 0.35
C -2.7460 -2.4366 0.1657 -1.12
C -1.9579 -1.7265 1.2404 0.07
O -2.3991 -2.1350 2.5618 -0.36
C -1.8822 -3.2604 3.0212 0.34
O -1.0975 -3.9811 2.4796 -0.51
C -2.4088 -3.5334 4.4515 0.87
F -3.7265 -3.3249 4.5419 -0.25
F -1.7965 -2.7107 5.3182 -0.25
F -2.1540 -4.7865 4.8108 -0.24
H -3.8147 -2.2650 0.2950 0.35
H -2.4489 -2.0542 -0.8111 0.28
H -2.5556 -3.5087 0.1865 0.32
H -2.1249 -0.6530 1.2253 0.13
H -0.8894 -1.9098 1.1529 0.34


Record 2
18
Properties=species:S:1:pos:R:3:mulliken_charge:R:1 method="wB97M-V/def2-TZVPD" e_lumo_ev="-0.90 / -0.90" e_above_lowest_kj_mol=761.45 molar_mass_da=105.137 fmax_ev_per_a=0.444
C 2.0460 0.0586 0.4251 -1.18
C 0.7693 -0.6886 0.1727 1.14
O 0.2670 0.1902 -1.5235 -0.52
O -0.4470 -0.8298 -2.1839 -0.36
N 0.5271 -1.9274 0.0492 -0.88
H -0.2747 -1.6049 -1.5820 0.36
H 1.3550 -2.5005 -0.1028 0.22
H 2.2883 0.0129 1.4901 0.32
H 1.9532 1.1020 0.1257 0.33
H 2.8603 -0.3939 -0.1426 0.35
C -1.7290 1.2758 -0.1162 -0.81
C -1.4209 0.5362 1.0669 -0.40
H -2.6063 0.9286 -0.6611 0.29
H -0.8507 0.9690 -0.8738 0.41
H -1.6750 2.3585 -0.0202 0.31
H -1.0190 1.0335 1.9441 0.31
H -1.8900 -0.4241 1.2546 0.34
H -0.1539 -0.0963 0.6778 -0.25